# 1
Computed, not measured: a molecular structure, C40H110N10O10 in a non-equilibrium geometry, with the ωB97M-V functional and the def2-TZVPD basis.

Geometry as XYZ:
```
170
Properties=species:S:1:pos:R:3:forces:R:3
C 0.975177 1.017604 -2.597864 -0.50 -2.35 0.48
C 0.107487 0.039974 -1.681734 2.33 0.75 -0.09
C 0.852747 -0.674016 -0.557354 1.54 -0.34 -1.08
O 0.109337 -1.697366 0.025536 -1.31 0.51 -1.01
C 0.808557 -2.223516 1.114806 1.55 1.91 -1.64
N -0.839983 0.894204 -0.983604 0.14 -1.92 -0.64
H 0.452067 1.973244 -2.632674 0.88 -3.78 -0.89
H 1.085157 0.717664 -3.640004 -0.11 -0.32 1.57
H 1.962087 1.231494 -2.187554 0.00 -0.10 0.07
H -0.315093 -0.708486 -2.352054 -0.49 -0.23 0.15
H 1.239427 0.009134 0.198866 -0.71 0.24 -0.18
H 1.779667 -1.125176 -0.911424 0.30 -0.18 -0.63
H 1.779417 -2.624156 0.823256 -2.89 2.74 -0.49
H 0.188657 -3.021086 1.524316 3.31 3.28 -0.23
H 1.048197 -1.587886 1.967246 -2.71 1.95 -7.17
H -1.485883 1.105854 -1.730674 -1.06 -0.48 0.36
H -1.308043 0.235504 -0.377694 0.10 -0.17 0.29
C -2.121963 2.963284 -4.034664 -5.06 2.20 3.35
C -2.523593 3.395744 -2.643104 -1.94 -0.59 0.46
C -3.737733 2.570254 -2.093514 -0.58 1.12 0.27
O -3.599383 1.147594 -2.051874 0.24 0.74 0.12
C -4.665723 0.510124 -1.393154 -0.97 -1.13 -1.12
N -1.402473 3.356324 -1.726794 -2.44 1.38 -0.65
H -3.022223 2.754234 -4.612514 -0.34 -0.09 -0.23
H -1.540963 2.041744 -4.070714 -2.45 1.96 3.41
H -1.565963 3.668414 -4.652534 -0.65 -0.03 0.91
H -2.860073 4.432324 -2.663034 -0.52 0.07 0.43
H -4.680363 2.873124 -2.549384 -0.08 -0.38 -1.33
H -4.038693 2.928544 -1.109064 0.92 -0.23 0.05
H -4.831463 0.703564 -0.333334 -2.05 0.80 -2.48
H -4.391723 -0.540816 -1.300674 -0.14 -0.21 -0.57
H -5.610263 0.637814 -1.921954 -0.04 -0.05 -0.27
H -1.042483 2.417294 -1.633324 -0.49 1.02 0.56
H -0.678833 3.802654 -2.271984 -2.21 0.77 0.71
C 2.180167 1.740034 4.263026 5.16 1.61 -0.79
C 1.489527 2.073944 2.916766 2.02 3.25 -1.01
C 2.167257 1.437924 1.764336 1.94 -0.97 -1.79
O 3.624317 1.610564 1.606356 -2.94 2.67 1.85
C 4.202037 0.746124 0.728906 0.46 0.62 -0.87
N 0.064367 1.690314 2.879526 6.39 2.90 -1.09
H 3.194017 2.136704 4.316586 0.29 0.81 -0.54
H 2.275727 0.655074 4.220526 1.51 1.10 0.57
H 1.589987 1.921884 5.161206 1.87 1.43 0.03
H 1.482407 3.150754 2.747816 0.49 0.30 0.10
H 1.575847 1.651114 0.873906 0.50 0.86 -0.50
H 2.024927 0.360724 1.850846 0.81 1.36 -1.66
H 5.191957 1.122604 0.471176 0.09 0.31 -0.25
H 3.612227 0.568404 -0.170334 -0.11 0.26 -0.53
H 4.340567 -0.238476 1.175536 -0.98 5.69 -0.98
H -0.479743 1.708404 2.028816 6.31 2.34 -1.69
H -0.392203 2.377334 3.462316 0.42 -0.50 -0.13
C 0.928647 3.638584 -2.039964 2.62 1.57 -1.51
C 1.535187 4.170904 -3.380184 0.70 0.81 1.02
C 0.547587 4.840644 -4.373304 0.51 -0.72 1.84
O -0.059103 5.936914 -3.701684 0.39 -1.36 0.73
C -1.391593 6.172184 -4.065934 0.21 1.55 -0.68
N 2.512577 5.120414 -2.940054 0.88 1.95 1.34
H 0.464177 4.464754 -1.501624 0.60 -0.12 0.25
H 1.726187 3.150824 -1.479494 -0.02 0.37 0.10
H 0.230987 2.867924 -2.367744 1.35 3.43 1.45
H 2.103197 3.318324 -3.752444 -0.05 0.42 -0.57
H -0.141253 4.035674 -4.629494 0.07 1.31 0.45
H 1.102997 5.177324 -5.248664 -0.03 0.24 0.12
H -1.321343 6.518414 -5.097094 -0.70 0.08 -0.39
H -1.680513 7.026194 -3.453314 -0.31 -0.07 -0.04
H -2.136993 5.381264 -3.982844 0.55 0.03 0.10
H 2.791097 5.895804 -3.524274 0.46 -0.70 -1.70
H 2.003027 5.762494 -2.349984 -0.28 -0.28 1.22
C 3.238417 -5.425096 3.623206 -1.16 -0.49 -0.89
C 2.196357 -6.413266 2.956046 -2.17 3.22 0.94
C 1.114497 -5.742176 1.993226 0.94 -0.28 1.54
O 0.473097 -4.716756 2.726686 3.46 -1.23 0.28
C -0.552863 -4.136886 2.036206 -1.39 -3.63 4.33
N 2.779047 -7.483496 2.312266 1.97 -2.07 -1.37
H 2.704767 -4.917696 4.426856 0.32 -0.01 0.18
H 3.599777 -4.665236 2.930296 -0.38 -0.86 0.80
H 4.133437 -5.952726 3.952836 -0.20 -0.22 0.35
H 1.643117 -6.910266 3.752926 -0.74 1.04 0.74
H 0.482377 -6.536806 1.596886 -0.83 -0.24 0.41
H 1.553617 -5.304846 1.096556 -0.95 -1.21 1.13
H -1.358193 -4.868666 2.099716 1.71 -0.83 1.46
H -0.338863 -3.725246 1.049866 -0.96 -3.45 -0.19
H -0.856113 -3.334286 2.708486 0.19 -1.00 -0.72
H 3.248757 -7.896366 3.105366 0.83 -0.88 -0.45
H 2.028447 -8.130576 2.117376 0.00 -0.38 -0.41
C -1.612443 -1.642666 2.470156 -1.31 -0.15 -2.13
C -2.887503 -2.083766 1.675336 1.66 -0.02 2.02
C -3.079333 -3.641096 1.625126 -0.92 1.98 -1.11
O -2.048043 -4.331636 0.880446 -6.21 0.71 -5.93
C -2.065293 -4.187386 -0.582024 -1.37 0.50 0.38
N -3.966183 -1.429406 2.446766 -1.16 -0.37 -0.37
H -1.564853 -2.101206 3.457876 -0.78 0.49 -0.20
H -1.566813 -0.557206 2.558426 -1.66 -0.71 -0.86
H -0.669993 -1.895856 1.984606 -1.33 0.98 0.52
H -2.817703 -1.761176 0.636506 -0.28 0.40 0.21
H -4.053233 -3.708736 1.140296 -0.17 -0.67 -0.03
H -3.166433 -3.995406 2.652246 0.38 -0.55 -0.21
H -1.388473 -4.818486 -1.157974 0.49 -0.51 1.04
H -1.803513 -3.177936 -0.899204 -0.23 0.23 0.22
H -3.049063 -4.482336 -0.947104 -0.23 0.30 -0.10
H -3.650463 -1.149776 3.364496 0.41 -0.96 0.49
H -4.114573 -0.484856 2.121346 -0.19 -0.45 -1.08
C 4.106767 -1.584916 1.397976 -1.98 -5.65 2.23
C 4.188537 -3.177516 1.502476 0.21 1.74 1.18
C 2.830007 -3.847696 1.174586 3.45 -1.03 -0.51
O 2.384377 -3.589546 -0.159594 1.79 -2.54 -2.05
C 1.823427 -4.748216 -0.824254 -1.03 1.05 -0.42
N 5.387947 -3.538926 0.797456 -0.59 -1.22 -1.76
H 5.012747 -1.001396 1.234256 1.48 -3.53 0.00
H 3.707307 -1.219256 2.343926 0.17 0.11 0.36
H 3.287797 -1.327316 0.726386 0.61 -0.39 -0.54
H 4.481327 -3.554626 2.482356 -0.64 1.09 0.48
H 2.063877 -3.426436 1.825496 1.18 -1.25 0.95
H 2.858277 -4.926106 1.330576 1.39 0.98 -0.33
H 2.483327 -5.610186 -0.922424 0.17 0.16 0.19
H 1.416237 -4.448026 -1.789744 0.84 0.38 -0.34
H 0.879407 -5.019436 -0.351654 0.18 -0.31 0.11
H 5.068067 -3.325186 -0.136404 1.01 -0.10 -0.97
H 6.076037 -2.844566 1.051446 0.21 -0.06 -0.19
C 1.476397 0.738184 -5.687704 -1.08 2.58 -0.67
C 0.552497 2.041294 -5.387684 5.07 -1.13 0.49
C 0.743387 3.149124 -6.415244 -0.52 -1.01 -2.34
O 2.093037 3.589284 -6.592264 -0.71 -1.63 0.26
C 2.229807 4.467974 -7.678314 1.25 1.86 1.11
N -0.804453 1.815174 -5.055224 5.88 -4.83 -8.51
H 2.478157 1.157184 -5.782644 0.19 -0.34 0.00
H 1.159607 0.371694 -6.664144 0.07 -0.72 0.23
H 1.418627 0.103284 -4.803584 0.11 -0.67 -1.38
H 1.115167 2.474604 -4.560794 -0.83 -0.59 0.05
H 0.065477 3.977054 -6.207704 0.20 -0.26 -0.64
H 0.426177 2.748864 -7.378204 -0.19 -0.20 -0.50
H 3.285197 4.734504 -7.735014 0.25 -0.42 0.02
H 1.825417 5.402834 -7.290234 -0.69 0.44 -0.83
H 1.950337 4.250454 -8.709174 -0.75 -0.75 0.33
H -1.056103 0.853814 -4.874774 0.79 -0.91 0.06
H -1.167763 1.907074 -5.993134 -1.47 0.21 -0.23
C -1.758433 2.071814 2.044236 -8.19 1.46 -2.22
C -3.216393 1.698624 1.771976 1.21 1.06 -1.39
C -4.106773 2.931014 1.315746 0.52 -0.82 2.04
O -5.443093 2.495884 1.466946 -0.35 -0.64 -1.91
C -6.417133 3.327164 0.839306 -0.73 0.23 1.80
N -3.204603 0.654504 0.739086 -0.59 0.71 1.30
H -1.679913 2.762474 2.883836 -0.87 0.01 -0.65
H -1.372723 2.527914 1.132476 -0.19 0.46 -0.23
H -1.154483 1.186764 2.244336 -6.29 -2.71 0.24
H -3.641163 1.193154 2.639256 -0.26 0.65 0.37
H -3.852983 3.284324 0.316316 0.05 -0.17 0.43
H -4.001943 3.770514 2.003026 0.49 0.29 0.18
H -7.362033 2.788984 0.764336 0.24 -0.41 -0.27
H -6.217073 3.835364 -0.103984 0.67 -0.36 -0.09
H -6.636263 4.066884 1.609306 -0.11 0.73 -0.28
H -4.140163 0.810014 0.391756 1.91 -0.61 1.54
H -2.598053 0.728684 -0.065084 -0.57 1.09 0.61
C 1.416167 -0.998016 3.327086 0.07 0.26 3.91
C 0.142427 -0.526226 4.041336 1.54 -1.11 1.84
C -0.242533 -1.616436 5.158316 -0.09 -0.13 -0.65
O -0.124483 -2.936666 4.580636 -0.30 0.36 0.29
C -0.211423 -4.076586 5.442836 -0.04 0.96 -0.19
N 0.571537 0.698384 4.688816 -5.79 -5.87 5.86
H 2.132807 -1.121016 4.139116 0.39 -0.24 -0.05
H 1.693167 -0.137616 2.717916 -0.42 -2.32 1.73
H 1.302967 -1.873256 2.687356 2.15 -1.07 6.83
H -0.626393 -0.243186 3.322366 1.24 -0.62 1.66
H -1.225483 -1.381516 5.566636 -0.90 -0.29 -0.51
H 0.289587 -1.638616 6.109346 1.17 0.59 -0.31
H -0.028253 -4.970916 4.847266 0.28 0.33 0.00
H -1.212463 -4.194306 5.857756 -0.14 0.24 0.32
H 0.537947 -3.938356 6.222216 -0.04 -0.35 0.32
H -0.260153 1.003644 5.173786 -0.69 0.38 0.60
H 0.732287 1.415644 3.996146 -1.85 -3.19 3.10
```
Forces are in eV/Å.

## Properties
LUMO level: 0.4 eV
F_max: 11.4 eV/A

***

# 2
Computed, not measured: 2 unconnected molecules or ions with the total composition C3H9NO2 in a non-equilibrium geometry, with the ωB97M-V functional and the def2-TZVPD basis.

Geometry as XYZ:
```
15
Properties=species:S:1:pos:R:3:forces:R:3
C 0.431588 2.778358 0.033598 1.55 0.56 -0.70
C -0.548401 1.668756 0.144179 -2.49 0.66 1.09
O -1.578158 1.812845 0.796597 0.53 -0.27 -0.09
N -0.319346 0.529751 -0.541425 1.29 -0.26 -0.90
H -0.866838 -0.306983 -0.468789 -0.46 0.32 0.31
H 0.476092 0.454944 -1.155047 0.00 0.08 0.16
H 0.566244 3.435809 0.886263 -0.31 -0.73 0.78
H 0.171043 3.563543 -0.687517 -0.18 -0.75 -0.53
H 1.404796 2.333402 -0.208518 0.03 0.51 -0.16
C 0.747168 -2.534121 0.379182 1.94 -1.87 -1.74
O 0.841200 -3.567558 -0.655996 0.99 -0.06 1.01
H 0.039336 -3.650126 -1.141602 -0.98 0.12 -0.38
H 1.556902 -2.787901 1.066486 -0.40 -0.19 0.36
H 1.174968 -1.675799 -0.138321 -1.19 0.85 0.56
H -0.215909 -2.632666 0.848349 -0.31 1.01 0.22
```
Forces are in eV/Å.

## Properties
SMILES: CC(N)=O.CO
LUMO level: 0.6 eV
F_max: 3.2 eV/A

***

# 3
Computed, not measured: a molecular structure, C6H4Cl2N2NdO3Ru in a non-equilibrium geometry, with the ωB97M-V functional and the def2-TZVPD basis.

Geometry as XYZ:
```
19
Properties=species:S:1:pos:R:3:forces:R:3
Ru -1.122722 -3.826859 -4.291323 -1.35 3.65 6.89
Nd 1.179621 0.119013 0.724994 0.84 -1.61 -3.34
Cl -2.300004 -3.405227 -2.344281 0.89 -0.01 -1.04
Cl 1.703576 1.851985 -0.938733 -0.37 -0.84 0.88
C 3.438841 0.769017 1.580113 6.53 2.45 3.53
C -2.137293 -5.156536 -4.976936 -7.58 -9.27 -4.21
C 0.037735 -3.834786 -5.722221 8.28 1.34 -8.35
O 4.410777 1.160300 2.095444 -5.44 -2.20 -3.05
O -2.781499 -6.025235 -5.443532 3.50 4.51 2.26
O 0.781629 -3.814882 -6.627185 -3.83 -0.50 4.06
N 0.302073 3.136123 2.090236 -1.76 0.38 1.74
C -0.617356 3.426464 3.029619 2.22 2.39 -2.35
C -0.989599 2.219853 3.628195 -1.48 -1.13 1.82
C -0.271332 1.203480 2.982243 2.69 0.49 -2.80
N 0.555892 1.782321 2.031216 -3.14 0.02 3.65
H 0.735467 3.727683 1.385971 0.19 0.50 -0.05
H -0.935019 4.460308 3.253406 0.07 -0.45 -0.18
H -1.699541 2.086840 4.440344 -0.05 0.09 0.05
H -0.291247 0.120140 3.102430 -0.20 0.19 0.48
```
Forces are in eV/Å.

## Properties
LUMO level (alpha / beta): -15.6 / -19.3 eV
2S+1: 9
F_max: 12.7 eV/A
<S²>: 20.032
Charge: +4